# 1
C62H61AsN4O4PRbS3 as an isolated structure at a distorted geometry, computed with the ωB97M-V functional and the def2-TZVPD basis.

2S+1: 1
Charge: -2
Relative energy (zero: lowest compared OMol25 entry of this formula, charge and spin) (kcal/mol): 100.18
E_HOMO (eV): -1.91
Frontier orbital gap (eV): 5.370

Each line ends with the Mulliken charge.
Cartesian coordinates (Å):
Rb 1.68 0.30 -0.07  0.576
C 0.66 -1.94 -3.40  -1.366
C 1.99 -2.62 -3.28  1.464
C 2.81 -2.82 -4.39  -0.915
C 4.07 -3.40 -4.26  -1.103
C 4.52 -3.78 -3.01  -0.790
C 3.73 -3.60 -1.88  1.215
C 4.23 -3.95 -0.50  -1.640
C 2.46 -3.04 -2.04  -0.266
N 1.66 -2.79 -0.88  0.542
C 0.82 -3.66 -0.49  -0.105
C 0.60 -5.01 -1.14  -1.659
C -0.09 -3.35 0.69  1.211
C -0.46 -4.53 1.55  -1.802
N -0.53 -2.17 0.80  0.124
C -1.66 -1.87 1.66  -0.532
C -1.60 -1.79 3.22  1.427
C -0.27 -1.93 3.92  -1.519
C -3.58 -1.00 3.87  0.527
C -4.87 -0.90 3.12  -1.263
C -4.90 -0.97 1.79  -1.960
C -3.66 -1.16 0.97  2.410
C -3.93 -1.01 -0.53  -1.884
H 0.44 -1.71 -4.44  0.438
H 0.65 -1.00 -2.84  0.184
H -0.16 -2.55 -3.00  0.247
H 2.48 -2.47 -5.36  0.309
H 4.71 -3.51 -5.12  0.723
H 5.52 -4.19 -2.89  0.358
H 5.27 -4.27 -0.55  0.418
H 3.65 -4.76 -0.04  0.234
H 4.16 -3.10 0.17  0.276
H 1.09 -5.06 -2.11  0.433
H -0.47 -5.20 -1.26  0.380
H 1.00 -5.81 -0.51  0.337
H -1.16 -5.19 1.03  0.254
H -0.95 -4.20 2.46  0.227
H 0.43 -5.11 1.80  0.505
H 0.49 -1.30 3.45  0.148
H 0.07 -2.98 3.93  0.246
H -0.37 -1.60 4.96  0.516
H -3.70 -0.57 4.87  0.047
H -5.79 -0.76 3.67  0.340
H -5.85 -0.89 1.26  0.351
H -4.57 -0.16 -0.77  0.476
H -4.44 -1.91 -0.87  0.536
H -3.00 -0.90 -1.09  0.221
O 1.21 2.38 3.69  -0.714
S 1.44 1.66 2.43  1.232
O 0.49 0.49 2.34  -0.636
O 2.80 1.12 2.34  -0.764
O 1.15 2.53 1.26  -0.657
S 5.27 4.68 -4.74  -0.296
C 3.94 3.80 -3.96  0.554
C 2.82 3.37 -4.66  -0.312
C 1.83 2.72 -3.95  -0.620
N 1.86 2.53 -2.63  -0.055
C 2.93 2.98 -1.97  -0.462
C 4.00 3.60 -2.60  -0.639
C 5.88 3.50 -5.93  0.158
C 5.40 3.50 -7.23  -0.038
C 5.99 2.66 -8.16  -0.497
N 7.00 1.83 -7.88  -0.634
C 7.42 1.81 -6.61  -0.376
C 6.89 2.61 -5.60  -0.002
H 2.74 3.51 -5.73  0.262
H 0.95 2.34 -4.47  0.408
H 2.90 2.86 -0.90  0.568
H 4.86 3.91 -2.03  0.383
H 4.61 4.17 -7.52  0.397
H 5.64 2.66 -9.19  0.338
H 8.21 1.11 -6.37  0.354
H 7.26 2.55 -4.59  0.391
C -1.84 2.38 2.08  -1.441
C -3.26 2.62 2.62  -0.358
As -3.23 3.67 4.28  0.159
C -2.60 2.32 5.54  0.133
C -1.21 2.20 5.66  -0.671
C -0.66 1.24 6.50  -0.428
C -1.49 0.42 7.26  -0.399
C -2.87 0.56 7.17  -0.284
C -3.42 1.50 6.30  -0.080
C -5.14 3.60 4.73  -0.210
C -5.55 4.05 5.99  -0.167
C -6.89 4.05 6.34  -0.559
C -7.85 3.61 5.43  -0.384
C -7.46 3.18 4.18  -0.828
C -6.11 3.17 3.83  0.120
P -1.52 1.04 0.81  0.979
C -2.37 -0.45 1.58  0.537
C -2.95 -2.57 1.13  -0.315
C -3.58 -3.62 1.98  -1.219
C -3.53 -3.56 3.30  -1.007
C -2.84 -2.41 3.96  -0.359
C -2.33 -0.43 3.15  -1.425
C -2.77 1.83 -0.40  0.677
C -2.11 2.46 -1.46  -1.485
C -2.78 3.27 -2.37  -0.487
C -4.14 3.48 -2.24  -0.794
C -4.83 2.86 -1.20  -0.825
C -4.15 2.06 -0.30  -0.431
H -1.12 2.23 2.90  -0.433
H -1.49 3.28 1.57  0.831
H -3.84 1.70 2.78  -0.006
H -3.82 3.24 1.92  1.216
H -0.55 2.79 5.04  0.463
H 0.41 1.12 6.52  0.423
H -1.06 -0.32 7.92  0.372
H -3.52 -0.08 7.75  0.342
H -4.50 1.57 6.22  0.202
H -4.81 4.39 6.70  0.367
H -7.19 4.40 7.32  0.369
H -8.90 3.62 5.71  0.362
H -8.20 2.83 3.47  0.382
H -5.82 2.81 2.85  0.358
H -2.76 -2.97 0.14  1.006
H -4.09 -4.44 1.49  0.410
H -4.00 -4.32 3.91  0.345
H -2.59 -2.65 4.99  0.500
H -1.86 0.44 3.59  1.064
H -1.04 2.32 -1.56  0.647
H -2.23 3.74 -3.17  0.494
H -4.67 4.11 -2.95  0.366
H -5.89 3.02 -1.08  0.430
H -4.71 1.59 0.50  0.685
S 5.06 0.50 -3.36  -0.046
C 5.90 -0.80 -4.18  0.560
C 6.87 -1.60 -3.54  -0.813
C 7.57 -2.60 -4.21  -0.470
C 7.33 -2.87 -5.56  -0.468
C 6.37 -2.10 -6.21  -0.714
C 5.67 -1.11 -5.55  -0.742
H 7.06 -1.41 -2.49  0.398
H 8.31 -3.18 -3.67  0.389
H 7.89 -3.64 -6.08  0.367
H 6.16 -2.29 -7.26  0.363
H 4.92 -0.53 -6.07  0.290

# 2
C62H69IN3PY as an isolated structure at a distorted geometry, computed with the ωB97M-V functional and the def2-TZVPD basis.

2S+1: 1
Charge: -1
Relative energy (zero: lowest compared OMol25 entry of this formula, charge and spin) (kcal/mol): 19.38
E_HOMO (eV): -2.85
Frontier orbital gap (eV): 4.660

Each line ends with the Mulliken charge.
Cartesian coordinates (Å):
Y -0.62 -0.37 0.42  -2.088
C -2.40 0.64 2.39  1.060
C -2.13 1.74 3.23  -1.587
C -1.24 1.32 4.24  -0.734
C -0.92 -0.02 4.02  -0.857
C -1.62 -0.46 2.87  -0.153
H -3.14 0.62 1.61  0.242
H -2.55 2.73 3.13  0.351
H -0.83 1.95 5.02  0.389
H -0.29 -0.62 4.65  0.575
H -1.81 -1.51 2.66  0.353
C 2.19 0.63 -1.34  0.075
N 1.24 -0.47 -1.36  2.555
C 0.45 -0.48 -2.60  -0.349
C 1.98 -1.75 -1.31  -0.800
C 1.17 -2.90 -0.77  0.514
C 1.45 -4.18 -1.22  -0.455
C 0.79 -5.28 -0.67  -1.262
C -0.16 -5.07 0.32  -0.627
C -0.44 -3.78 0.75  0.259
C 0.20 -2.64 0.23  2.188
H 2.83 0.63 -2.24  0.311
H 2.84 0.55 -0.46  -0.499
H 1.67 1.58 -1.28  -1.023
H 1.12 -0.43 -3.47  0.347
H -0.27 0.33 -2.62  -0.567
H -0.09 -1.42 -2.63  -0.503
H 2.84 -1.61 -0.66  -0.848
H 2.38 -1.98 -2.31  0.610
H 2.19 -4.33 -2.00  0.461
H 1.00 -6.28 -1.03  0.369
H -0.69 -5.91 0.74  0.409
H -1.21 -3.66 1.50  0.075
I 0.51 2.45 1.52  0.016
C 2.51 2.99 1.24  -0.385
C 2.64 4.16 0.52  -0.514
C 3.86 4.85 0.46  -1.013
C 4.92 4.39 1.18  -1.066
C 4.83 3.18 1.92  1.455
C 5.95 2.76 2.68  -0.772
C 5.92 1.60 3.37  -1.248
C 4.80 0.76 3.25  -0.055
C 3.69 1.10 2.52  0.143
P 2.56 -0.31 2.08  3.236
C 3.88 -1.44 1.43  -0.404
C 4.93 -0.90 0.67  -0.019
C 5.83 -1.73 0.01  -0.967
C 5.70 -3.11 0.09  -0.704
C 4.66 -3.65 0.84  -0.693
C 3.77 -2.82 1.50  0.059
C 2.17 -1.08 3.70  0.155
C 2.45 -0.51 4.94  -0.486
C 2.06 -1.14 6.11  -0.853
C 1.38 -2.35 6.06  -0.782
C 1.07 -2.91 4.83  -1.247
C 1.44 -2.27 3.66  0.378
C 3.64 2.40 1.89  -0.329
H 1.77 4.57 0.02  0.651
H 3.93 5.76 -0.12  0.472
H 5.86 4.94 1.21  0.358
H 6.83 3.40 2.69  0.381
H 6.77 1.27 3.97  0.400
H 4.85 -0.23 3.69  0.567
H 5.05 0.17 0.59  0.218
H 6.62 -1.29 -0.58  0.427
H 6.39 -3.75 -0.44  0.373
H 4.54 -4.72 0.90  0.423
H 2.96 -3.28 2.05  0.159
H 2.95 0.45 5.00  0.361
H 2.27 -0.68 7.06  0.395
H 1.07 -2.84 6.97  0.368
H 0.51 -3.83 4.77  0.437
H 1.12 -2.68 2.71  -0.230
C -5.22 -1.11 0.63  -1.480
C -4.02 -1.97 1.04  2.379
C -4.33 -2.77 2.30  -2.246
C -3.56 -2.80 -0.15  0.800
C -3.94 -4.13 -0.25  -0.519
C -3.68 -4.86 -1.39  -1.550
C -3.09 -4.22 -2.46  -0.227
C -2.68 -2.89 -2.40  1.020
C -2.13 -2.29 -3.68  0.982
C -0.97 -3.12 -4.26  -1.438
C -3.23 -2.15 -4.73  -1.762
C -2.83 -2.16 -1.19  0.055
N -2.32 -0.85 -0.99  2.784
C -2.86 0.10 -1.89  -1.027
C -2.44 1.38 -1.97  -1.132
N -1.41 1.91 -1.22  2.736
C -1.27 3.31 -1.33  -1.590
C -0.14 3.87 -2.01  1.274
C 0.15 5.23 -1.96  -0.022
C -0.69 6.11 -1.31  -1.658
C -1.88 5.62 -0.80  -1.144
C -2.21 4.26 -0.83  0.801
C -3.64 4.01 -0.35  0.630
C -4.64 4.21 -1.50  -1.594
C -3.92 2.72 0.40  -1.363
C 0.64 3.03 -3.01  1.870
C -0.03 3.16 -4.38  -1.907
C 2.12 3.37 -3.11  -1.637
H -5.51 -0.45 1.45  0.428
H -6.07 -1.74 0.37  0.345
H -4.97 -0.49 -0.23  0.188
H -3.23 -1.28 1.28  -1.418
H -5.23 -3.38 2.19  0.525
H -4.50 -2.08 3.13  0.414
H -3.51 -3.43 2.58  0.340
H -4.46 -4.59 0.58  0.310
H -3.96 -5.91 -1.46  0.371
H -2.92 -4.77 -3.38  0.334
H -1.77 -1.29 -3.47  -0.435
H -1.34 -4.05 -4.71  0.480
H -0.25 -3.40 -3.49  0.245
H -0.45 -2.56 -5.03  0.373
H -3.67 -3.12 -4.97  0.329
H -2.84 -1.72 -5.65  0.453
H -4.03 -1.50 -4.37  0.380
H -3.69 -0.21 -2.51  -0.066
H -2.95 2.02 -2.68  -0.181
H 1.03 5.60 -2.47  0.251
H -0.46 7.17 -1.25  0.407
H -2.59 6.31 -0.36  0.412
H -3.83 4.82 0.36  0.801
H -4.55 3.40 -2.23  0.250
H -4.48 5.16 -2.01  0.398
H -5.66 4.19 -1.11  0.415
H -4.05 1.87 -0.27  0.149
H -4.82 2.83 1.01  0.499
H -3.08 2.50 1.05  -0.306
H 0.52 2.00 -2.71  -1.437
H 0.01 4.19 -4.74  0.357
H -1.08 2.86 -4.32  0.304
H 0.47 2.52 -5.11  0.475
H 2.28 4.36 -3.53  0.589
H 2.62 2.65 -3.77  0.311
H 2.62 3.33 -2.14  0.220